{"formula": "C7H14BFN2O4", "method": "ωB97M-V/def2-TZVPD", "total_energy_ha": -810.36641, "e_homo_ev": -9.41, "orbital_gap_ev": 9.687, "multiplicity": 1, "smiles": "CN(C)B(O)[C@]1(CCN)OC(=O)O[C@H]1F", "lumo_ev": 0.28, "elements": ["C", "N", "C", "B", "O", "C", "C", "C", "N", "O", "C", "O", "O", "C", "F", "H", "H", "H", "H", "H", "H", "H", "H", "H", "H", "H", "H", "H", "H"], "coordinates": [[-0.53300, -2.10918, -1.92163], [-1.40165, -1.48800, -0.92652], [-2.15052, -0.35711, -1.46661], [-0.75648, -1.22085, 0.34741], [-0.69006, -2.25619, 1.25227], [-0.07013, 0.19240, 0.78111], [1.01372, 0.52751, -0.21974], [1.94914, 1.67572, 0.16873], [3.21291, 1.64269, -0.59772], [0.44852, -0.06112, 2.11473], [-0.54832, 0.22318, 2.98472], [-0.48946, 0.10646, 4.18692], [-1.64836, 0.67581, 2.25573], [-1.02556, 1.29282, 1.16161], [-0.31869, 2.33841, 1.70630], [-0.19197, -3.06658, -1.55286], [-1.11355, -2.32168, -2.80748], [0.32301, -1.50601, -2.21532], [-1.56334, 0.54986, -1.61484], [-2.99064, -0.16335, -0.81720], [-2.57805, -0.62564, -2.42159], [0.20183, -2.59104, 1.35359], [0.54834, 0.70424, -1.17943], [1.63216, -0.35688, -0.33942], [2.18501, 1.57137, 1.21551], [1.49531, 2.63119, -0.02675], [3.75068, 0.85168, -0.26830], [2.98508, 1.44423, -1.56174], [-1.67594, 1.69607, 0.40853]]}